(1)
This record from the Open Molecules 2025 dataset describes a molecular structure, C51H28ClI4N4O2Pb at a distorted geometry. The level of theory is ωB97M-V with the def2-TZVPD basis set.

Geometry as XYZ:
```
91
C51H28ClI4N4O2Pb ωB97M-V with the def2-TZVPD basis set
Pb -19.54 -15.55 4.02
I -19.86 -21.78 -3.42
C -19.90 -20.85 -1.55
C -18.81 -20.17 -1.14
C -18.96 -19.44 0.08
C -20.16 -19.31 0.77
C -21.18 -20.12 0.26
C -21.13 -20.90 -0.88
C -20.25 -18.45 1.99
C -21.15 -17.37 1.80
C -22.02 -17.16 0.71
C -22.89 -16.17 1.10
C -22.44 -15.69 2.37
C -22.94 -14.54 3.21
C -24.02 -13.74 2.44
C -23.67 -12.54 1.84
C -24.69 -11.78 1.19
C -25.95 -12.21 1.09
I -27.33 -11.32 -0.16
C -26.34 -13.41 1.80
C -25.40 -14.11 2.47
C -22.44 -14.17 4.38
N -21.41 -14.80 5.22
C -21.27 -14.00 6.28
C -20.36 -14.25 7.37
C -20.26 -13.14 8.44
C -21.21 -12.67 9.29
C -20.97 -11.48 10.02
C -19.75 -10.86 10.00
I -19.31 -9.10 11.15
C -18.79 -11.30 9.08
C -19.06 -12.46 8.36
C -19.61 -15.44 7.40
C -18.86 -15.80 8.59
C -18.04 -16.87 8.28
C -18.39 -17.20 6.84
N -19.35 -16.28 6.41
C -17.98 -18.34 6.29
C -18.39 -18.76 4.93
C -18.14 -20.02 4.35
C -18.71 -20.00 3.14
C -19.38 -18.77 3.04
N -19.16 -18.06 4.21
C -17.32 -19.38 7.09
C -17.95 -20.00 8.13
C -17.30 -20.91 8.94
C -15.98 -21.17 8.73
I -15.11 -22.81 9.75
C -15.23 -20.53 7.72
C -15.94 -19.61 7.01
C -22.20 -12.83 6.26
C -22.87 -12.93 5.12
N -21.50 -16.47 2.84
H -17.93 -20.04 -1.87
H -18.06 -18.99 0.55
H -22.19 -20.13 0.73
H -21.87 -21.64 -1.27
H -21.94 -17.64 -0.30
H -23.75 -15.89 0.51
H -22.74 -12.14 2.00
H -24.36 -10.89 0.81
H -27.38 -13.76 1.71
H -25.71 -14.97 3.06
H -22.16 -13.25 9.46
H -21.82 -11.11 10.63
H -17.74 -10.94 9.04
H -18.43 -12.82 7.60
H -18.80 -15.33 9.56
H -17.44 -17.38 9.02
H -17.53 -20.83 4.74
H -18.80 -20.85 2.45
H -19.02 -19.95 8.39
H -17.87 -21.47 9.68
H -14.09 -20.71 7.70
H -15.40 -19.05 6.39
H -22.16 -12.15 7.15
H -23.64 -12.20 4.80
Cl -17.47 -7.28 3.81
C -17.75 -9.03 4.10
C -17.24 -9.64 5.25
C -17.50 -10.98 5.50
C -18.39 -11.76 4.64
O -18.80 -12.88 5.05
C -18.82 -11.09 3.41
C -19.61 -11.76 2.41
O -20.24 -12.82 2.65
C -18.47 -9.77 3.17
H -16.64 -9.15 6.05
H -17.07 -11.39 6.39
H -19.64 -11.25 1.39
H -18.75 -9.29 2.24
```

Results
**DFT total energy**: -113568.959 eV
**Energy above the lowest of the compared OMol25 structures with the same formula, charge and spin**: 2.6816 eV
**Kohn-Sham gap (alpha / beta)**: 5.7734 / 5.7745 eV
**Charge**: -1

(2)
This record from the Open Molecules 2025 dataset describes a single C4H8 molecule at a distorted geometry. The level of theory is ωB97M-V with the def2-TZVPD basis set.

Geometry as XYZ:
```
12
C4H8 ωB97M-V with the def2-TZVPD basis set
C 1.52 -0.01 -0.13
C 0.18 -0.04 0.46
C -0.95 0.77 -0.11
C -0.95 -0.72 -0.16
H 2.05 0.96 0.10
H 1.45 -0.03 -1.20
H 2.15 -0.78 0.25
H 0.24 -0.06 1.52
H -1.65 1.11 0.67
H -0.78 1.28 -1.08
H -1.60 -1.34 0.44
H -0.70 -1.16 -1.11
```

Results
**DFT total energy**: -4276.597 eV
**SMILES**: CC1CC1
**Energy above the lowest of the compared OMol25 structures with the same formula, charge and spin**: 0.5963 eV
**Kohn-Sham gap**: 11.3970 eV

(3)
This record from the Open Molecules 2025 dataset describes 2 unconnected molecules or ions with the total composition C14H16O at a distorted geometry. The level of theory is ωB97M-V with the def2-TZVPD basis set.

Geometry as XYZ:
```
31
C14H16O ωB97M-V with the def2-TZVPD basis set
C -1.56 3.59 -0.09
C -1.06 0.30 1.60
C -0.68 1.44 0.91
C -2.37 -0.19 1.45
C -1.70 2.16 0.24
C -3.32 0.38 0.57
C -2.95 1.50 -0.08
O -2.81 -1.20 2.17
H -0.32 -0.20 2.22
H 0.33 1.80 1.00
H -2.15 -1.87 2.44
H -4.32 -0.04 0.61
H -2.46 4.03 -0.52
H -0.64 3.85 -0.62
H -3.61 1.99 -0.78
H -1.45 4.12 0.87
C 2.16 -3.55 -1.50
C 2.09 -1.83 0.27
C 1.85 -2.11 -1.08
C 2.38 -0.56 0.75
C 1.74 -1.03 -1.97
C 2.26 0.51 -0.15
C 1.90 0.24 -1.46
H 2.24 -2.66 0.95
H 2.47 -0.44 1.82
H 2.16 -3.64 -2.58
H 1.37 -4.19 -1.13
H 1.40 -1.18 -2.98
H 2.27 1.51 0.29
H 1.67 1.07 -2.13
H 3.12 -3.80 -1.07
```

Results
**DFT total energy**: -16816.495 eV
**Energy above the lowest of the compared OMol25 structures with the same formula, charge and spin**: 1.1170 eV
**Expectation value of S²**: 0.766
**Spin multiplicity**: 2
**Kohn-Sham gap (alpha / beta)**: 8.0960 / 4.5270 eV
**Charge**: +1

(4)
This record from the Open Molecules 2025 dataset describes a molecular structure, C22H36GeN5O7SeTi. The level of theory is ωB97M-V with the def2-TZVPD basis set.

Geometry as XYZ:
```
73
C22H36GeN5O7SeTi ωB97M-V with the def2-TZVPD basis set
Ti 0.38 -0.75 -0.05
C 1.93 0.13 3.34
C 0.86 -0.94 3.10
C -0.04 -1.03 4.33
C 1.51 -2.30 2.86
O 0.09 -0.56 1.94
Ge -1.89 -0.14 1.97
O -1.64 -0.86 0.15
C -2.72 -0.91 -0.81
C -2.53 -2.19 -1.62
C -2.69 0.32 -1.71
C -4.05 -0.98 -0.06
O -1.74 1.52 1.26
C -1.87 2.79 1.87
C -1.98 3.80 0.74
C -0.61 3.07 2.69
C -3.11 2.85 2.76
H 2.51 -0.11 4.23
H 2.61 0.17 2.49
H 1.47 1.11 3.47
H 0.55 -1.33 5.19
H -0.50 -0.06 4.56
H -0.84 -1.76 4.18
H 2.10 -2.59 3.73
H 0.75 -3.06 2.69
H 2.17 -2.27 2.00
H -1.58 -2.15 -2.14
H -2.53 -3.06 -0.97
H -3.33 -2.29 -2.36
H -1.79 0.33 -2.31
H -3.55 0.32 -2.38
H -2.71 1.22 -1.09
H -4.06 -1.82 0.64
H -4.24 -0.05 0.49
H -4.86 -1.11 -0.78
H -1.10 3.72 0.09
H -2.87 3.60 0.14
H -2.04 4.82 1.12
H 0.27 2.93 2.06
H -0.62 4.08 3.09
H -0.55 2.37 3.54
H -4.00 2.59 2.18
H -3.03 2.14 3.59
H -3.25 3.85 3.17
C 0.49 -2.77 -3.68
C 0.66 -1.31 -3.48
N 0.62 -0.63 -2.34
C 0.86 0.69 -2.68
C 1.03 0.81 -4.02
N 0.89 -0.46 -4.51
C 1.33 1.93 -4.95
O 1.50 3.12 -4.41
O 1.41 1.71 -6.13
C 0.91 1.68 -1.58
O 1.20 2.85 -1.80
O 0.67 1.18 -0.42
H 0.31 -3.27 -2.74
H 1.39 -3.20 -4.13
H -0.35 -2.97 -4.35
H 0.98 -0.69 -5.49
H 1.42 3.09 -3.41
Se 1.70 -5.49 -0.80
C 1.05 -3.90 -0.44
N 0.63 -2.82 -0.24
N 4.66 0.18 -0.11
C 4.82 -1.15 -0.38
C 3.57 -1.68 -0.36
N 2.65 -0.68 -0.09
C 3.35 0.42 0.06
H 5.40 0.87 -0.06
H 5.78 -1.60 -0.56
H 3.27 -2.70 -0.52
H 2.94 1.40 0.27
```

Results
**DFT total energy**: -190167.416 eV
**Energy above the lowest of the compared OMol25 structures with the same formula, charge and spin**: 0.0000 eV
**Expectation value of S²**: 0.752
**Spin multiplicity**: 2
**Kohn-Sham gap (alpha / beta)**: 8.0167 / 8.3649 eV